1.
{"formula": "C9H18NO3", "method": "ωB97M-V/def2-TZVPD", "symbols": ["C", "C", "C", "C", "C", "C", "C", "C", "C", "N", "O", "O", "O", "H", "H", "H", "H", "H", "H", "H", "H", "H", "H", "H", "H", "H", "H", "H", "H", "H", "H"], "coordinates": [[0.665, -1.220, -1.282], [0.790, -0.500, -2.557], [1.238, 0.920, -2.160], [0.287, -0.298, -0.007], [1.003, -1.564, 2.908], [-3.241, -0.448, 0.585], [0.927, 2.495, -0.347], [1.114, -0.161, 2.181], [-1.986, -0.518, -0.346], [0.381, 1.298, -1.056], [0.563, -2.375, -1.005], [1.353, -0.384, 0.794], [-0.926, -0.203, 0.456], [1.650, -1.036, -3.086], [-0.097, -0.677, -3.167], [2.300, 0.868, -1.855], [1.026, 1.550, -2.991], [0.425, -2.212, 2.252], [2.035, -2.088, 3.095], [0.727, -1.402, 3.907], [-3.743, -1.409, 0.723], [-3.119, 0.012, 1.548], [-3.988, 0.161, 0.158], [0.927, 3.490, -0.778], [0.236, 2.457, 0.545], [2.008, 2.322, -0.222], [1.783, 0.455, 2.628], [0.116, 0.222, 2.238], [-2.023, 0.285, -1.077], [-1.813, -1.491, -0.843], [-0.617, 1.452, -1.238]], "forces_ev_per_angstrom": [[-2.68, 0.09, 2.28], [2.92, -1.26, -0.65], [-1.27, -1.55, -1.11], [2.68, 0.13, -2.32], [3.58, 0.22, -1.55], [-0.02, -1.09, -0.95], [-0.75, -1.22, 1.55], [-2.79, -3.81, 0.69], [-2.66, -0.33, -0.28], [0.97, 1.28, 0.98], [0.65, -0.59, -0.69], [-0.98, 0.78, -0.81], [2.81, -0.18, 2.68], [-1.17, 0.74, 0.29], [-0.11, 0.51, 0.08], [-0.69, 0.45, -0.06], [0.60, 0.88, -0.68], [-0.39, -0.13, 0.63], [-1.60, 1.06, -0.93], [-1.36, 0.06, 1.17], [0.45, -0.06, 0.05], [0.90, 0.00, 0.46], [-0.85, 0.74, -0.94], [-0.86, -0.12, -0.86], [1.56, 0.79, -0.17], [-0.58, -0.27, 0.86], [2.29, 1.91, 0.78], [-0.29, 0.71, 0.45], [-0.58, -0.15, -0.59], [-0.43, 0.44, 0.28], [0.67, -0.04, -0.65]], "homo_energy_ev": -13.538, "homo_lumo_gap_ev": 10.34, "lumo_energy_ev": -3.203, "e_above_lowest_kcal_mol": 49.8, "total_charge": 1}


2.
{"formula": "C2HBrN2O", "method": "ωB97M-V/def2-TZVPD", "symbols": ["C", "C", "N", "N", "O", "Br", "H"], "coordinates": [[-0.562, 0.262, 0.084], [-3.079, -0.494, 0.938], [-0.753, -0.632, 1.031], [-2.016, -0.751, 1.332], [-1.355, 0.907, -0.587], [-4.775, -0.138, 1.224], [0.450, 0.245, -0.053]], "forces_ev_per_angstrom": [[-1.58, 1.10, -1.56], [-1.20, -0.03, 0.33], [-0.23, -2.09, 3.00], [1.39, 0.32, -1.24], [-0.50, -0.23, 0.60], [-0.93, 0.27, -0.11], [3.06, 0.65, -1.02]], "homo_energy_ev": [-9.444, -9.445], "homo_lumo_gap_ev": [8.60, 8.60], "lumo_energy_ev": [-0.841, -0.841], "e_above_lowest_kcal_mol": 59.7}


3.
{"formula": "C5H7NO", "method": "ωB97M-V/def2-TZVPD", "symbols": ["H", "N", "C", "O", "C", "C", "C", "C", "H", "H", "H", "H", "H", "H"], "coordinates": [[-2.601, -0.783, 1.266], [-2.345, -0.233, 0.448], [-1.235, -0.629, -0.006], [-0.528, -1.697, 0.467], [0.872, -1.396, 0.365], [0.984, 0.002, -0.248], [0.804, -0.024, -1.724], [-0.391, 0.251, -0.847], [1.333, -2.162, -0.270], [1.313, -1.466, 1.362], [1.500, 0.782, 0.299], [1.002, -0.947, -2.260], [1.097, 0.876, -2.257], [-0.836, 1.229, -0.963]], "forces_ev_per_angstrom": [[-0.18, -0.21, -0.17], [0.12, -0.35, -0.12], [-0.15, 0.27, 0.01], [-0.14, 0.03, 0.01], [0.25, 0.05, 0.00], [0.20, 0.01, 0.12], [0.01, -0.05, -0.19], [-0.16, 0.22, 0.20], [0.00, 0.15, 0.12], [-0.09, 0.13, -0.07], [0.15, -0.12, -0.23], [-0.24, 0.01, 0.13], [-0.03, -0.21, -0.04], [0.26, 0.09, 0.23]], "homo_energy_ev": -9.769, "smiles": "[H]/N=C1\\OC[C@H]2C[C@@H]12", "homo_lumo_gap_ev": 10.75, "lumo_energy_ev": 0.985, "e_above_lowest_kcal_mol": 39.0}


4.
{"formula": "C17H30N4O2", "method": "ωB97M-V/def2-TZVPD", "symbols": ["C", "O", "C", "C", "N", "C", "O", "N", "C", "C", "C", "C", "N", "C", "N", "C", "C", "C", "C", "C", "C", "C", "C", "H", "H", "H", "H", "H", "H", "H", "H", "H", "H", "H", "H", "H", "H", "H", "H", "H", "H", "H", "H", "H", "H", "H", "H", "H", "H", "H", "H", "H", "H"], "coordinates": [[-0.453, 2.080, -2.682], [-1.641, 1.535, -2.154], [-1.446, 0.464, -1.247], [-0.800, -0.749, -1.923], [0.644, -0.684, -1.789], [1.395, -1.764, -2.162], [0.920, -2.651, -2.858], [2.703, -1.791, -1.719], [3.572, -2.819, -2.259], [3.365, -0.748, -0.947], [2.626, -0.267, 0.263], [2.291, 1.019, 0.583], [1.550, 0.934, 1.738], [1.482, -0.383, 2.068], [2.117, -1.135, 1.199], [0.717, -0.850, 3.262], [0.432, 0.303, 4.225], [-0.077, 1.520, 3.456], [0.996, 2.038, 2.510], [-2.805, 0.161, -0.587], [-3.374, 1.462, -0.013], [-2.598, -0.821, 0.570], [-3.783, -0.424, -1.606], [-0.732, 2.978, -3.229], [0.243, 2.354, -1.877], [0.057, 1.389, -3.357], [-0.773, 0.811, -0.439], [-1.167, -1.677, -1.478], [-1.086, -0.773, -2.976], [0.997, -0.083, -1.066], [2.962, -3.555, -2.771], [4.293, -2.404, -2.971], [4.121, -3.304, -1.449], [4.312, -1.181, -0.620], [3.615, 0.119, -1.573], [2.494, 1.961, 0.100], [-0.225, -1.288, 2.919], [1.276, -1.651, 3.745], [-0.300, -0.008, 4.970], [1.345, 0.571, 4.765], [-0.970, 1.249, 2.885], [-0.361, 2.323, 4.138], [1.799, 2.518, 3.076], [0.587, 2.775, 1.816], [-3.577, 2.187, -0.798], [-4.303, 1.257, 0.523], [-2.671, 1.915, 0.693], [-2.282, -1.809, 0.234], [-1.846, -0.447, 1.271], [-3.534, -0.944, 1.119], [-3.434, -1.383, -1.994], [-4.756, -0.590, -1.139], [-3.918, 0.258, -2.446]], "forces_ev_per_angstrom": [[0.00, 0.01, 0.00], [-0.04, 0.03, 0.01], [-0.03, -0.02, 0.02], [-0.04, -0.02, 0.09], [0.03, 0.09, -0.14], [0.13, -0.08, 0.04], [0.00, 0.00, 0.01], [-0.06, -0.01, 0.02], [0.00, -0.01, 0.03], [-0.01, 0.03, -0.10], [-0.07, -0.13, 0.05], [-0.01, 0.01, -0.01], [0.02, 0.04, 0.02], [-0.02, -0.02, -0.03], [0.03, 0.09, -0.01], [-0.01, -0.04, 0.02], [0.00, 0.01, -0.01], [0.00, 0.00, 0.02], [-0.01, 0.01, -0.02], [0.06, 0.01, -0.01], [0.00, -0.02, 0.00], [-0.02, 0.00, 0.00], [-0.01, 0.01, 0.01], [0.01, -0.01, -0.01], [0.00, 0.00, 0.00], [0.00, -0.01, 0.01], [0.00, 0.02, 0.00], [0.02, -0.01, -0.05], [0.00, 0.03, 0.00], [0.00, 0.01, 0.07], [0.00, 0.00, 0.01], [-0.01, 0.01, 0.01], [0.00, -0.01, -0.01], [0.00, 0.02, -0.01], [-0.01, -0.01, 0.00], [0.01, 0.00, -0.01], [0.01, 0.00, 0.01], [-0.01, 0.00, 0.00], [0.01, -0.01, 0.00], [0.00, 0.01, -0.01], [0.01, 0.00, 0.00], [0.00, 0.00, -0.01], [0.00, -0.01, 0.00], [0.01, 0.00, 0.01], [0.00, 0.00, -0.01], [0.00, 0.00, 0.00], [0.01, 0.00, 0.00], [0.01, 0.01, 0.00], [0.00, 0.01, -0.01], [0.00, -0.01, 0.00], [0.00, 0.00, 0.00], [0.00, 0.00, 0.00], [0.00, 0.00, 0.00]], "homo_energy_ev": -8.632, "smiles": "CO[C@H](CNC(=O)N(C)Cc1cn2c(n1)CCCC2)C(C)(C)C", "homo_lumo_gap_ev": 9.21, "lumo_energy_ev": 0.576, "e_above_lowest_kcal_mol": 19.3}


5.
{"formula": "C4H16N6", "method": "ωB97M-V/def2-TZVPD", "symbols": ["C", "C", "N", "N", "N", "H", "H", "H", "H", "H", "H", "H", "H", "C", "C", "N", "N", "N", "H", "H", "H", "H", "H", "H", "H", "H"], "coordinates": [[-1.619, -2.835, 1.289], [-1.668, -0.803, -0.122], [-1.133, -0.112, -1.114], [-1.123, -1.970, 0.216], [-2.776, -0.337, 0.474], [-0.346, -0.532, -1.589], [-1.515, 0.752, -1.457], [-0.503, -2.361, -0.473], [-3.205, -0.948, 1.149], [-2.859, 0.649, 0.663], [-1.411, -3.871, 1.034], [-2.683, -2.744, 1.373], [-1.074, -2.632, 2.203], [1.290, 2.196, 1.294], [1.764, 1.119, -0.898], [1.238, 2.162, -0.150], [1.538, 1.103, -2.268], [2.278, -0.019, -0.280], [1.326, 3.091, -0.528], [0.938, 1.774, -2.709], [2.259, 0.678, -2.824], [2.953, 0.135, 0.438], [2.398, -0.862, -0.813], [0.927, 3.128, 1.700], [2.279, 1.879, 1.665], [0.727, 1.362, 1.730]], "forces_ev_per_angstrom": [[0.92, -0.22, -0.43], [-0.08, 0.23, -0.29], [0.30, -0.59, 0.07], [-0.59, -0.03, -0.27], [0.11, -0.36, 0.59], [0.26, 0.65, -0.16], [-0.03, 0.00, 0.01], [0.20, -0.12, 0.18], [-0.04, 0.30, 0.13], [-0.10, 0.09, -0.21], [-0.03, 0.02, -0.17], [-0.53, -0.05, 0.36], [-0.28, 0.19, 0.28], [0.52, -2.12, 0.25], [1.23, 0.75, -0.09], [-1.34, 0.72, 0.23], [-0.36, -1.17, 0.10], [-1.00, -0.06, 0.28], [0.38, -0.18, -0.34], [0.10, 0.17, 0.04], [0.04, 0.42, -0.27], [0.46, -0.16, 0.07], [0.08, 0.07, -0.16], [0.19, 0.19, -0.04], [0.23, 1.00, 0.07], [-0.63, 0.27, -0.20]], "homo_energy_ev": [-7.198, -12.141], "homo_lumo_gap_ev": [4.61, 9.34], "s_squared": 0.75, "lumo_energy_ev": [-2.592, -2.799], "spin_multiplicity": 2, "e_above_lowest_kcal_mol": 0.0, "total_charge": 1}


6.
{"formula": "C4H5N3O", "method": "ωB97M-V/def2-TZVPD", "symbols": ["O", "C", "N", "C", "C", "N", "C", "N", "H", "H", "H", "H", "H"], "coordinates": [[-2.453, 1.438, -1.048], [-1.018, 1.503, -0.880], [-0.422, 0.604, -0.168], [-0.739, -0.719, -0.469], [0.197, -1.761, -0.035], [1.522, -1.519, 0.570], [1.536, -0.332, 0.906], [0.556, 0.862, 0.664], [-0.300, 2.499, -0.886], [-1.632, -1.076, -1.363], [-0.004, -2.816, -0.080], [2.586, 0.093, 1.081], [0.170, 1.224, 1.709]], "forces_ev_per_angstrom": [[8.58, 0.42, -0.05], [-7.25, 5.29, -0.24], [-2.19, -4.31, -2.34], [1.05, -6.40, -0.61], [-2.17, 2.50, -0.78], [-3.82, -0.42, -1.13], [3.21, 4.94, -0.12], [3.12, -0.14, 5.89], [-2.27, -2.00, -0.52], [2.78, 1.75, 3.46], [-0.43, 0.01, -0.66], [-1.71, -0.24, 0.58], [1.11, -1.40, -3.50]], "homo_energy_ev": -8.432, "smiles": "O=CN1C=CN=CN1", "homo_lumo_gap_ev": 8.24, "lumo_energy_ev": -0.188, "e_above_lowest_kcal_mol": 174.0}


no.,energy (a.u.)
1,-633.85744
2,-2835.44502
3,-324.66225
4,-1035.31715
5,-490.26993
6,-394.69028